Record 1
72
Properties=species:S:1:pos:R:3:forces:R:3 method="wB97M-V/def2-TZVPD" total_charge=+2 orbital_gap_ev=6.924 e_above_lowest_kcal_mol=29.19 e_homo_ev=-13.35
Pt -0.071738 0.674476 -0.321966 -0.29 1.85 -1.97
C 0.861040 3.461414 -1.390011 -0.03 0.02 0.02
N -0.270013 2.518133 -1.626037 0.43 -0.55 0.35
C -1.609341 3.083808 -1.375213 -0.19 -0.03 -0.24
C -1.987306 2.763493 0.021387 0.11 -0.05 0.05
N -1.257241 1.929734 0.740899 -1.01 -0.24 0.75
C -1.830357 1.912957 2.033846 0.30 -0.05 -0.23
C -1.406105 1.334206 3.229646 0.05 0.01 -0.02
C -2.195153 1.542341 4.344030 0.00 -0.02 0.00
C -3.367522 2.311752 4.284272 0.03 0.00 0.03
C -3.759389 2.936773 3.118617 -0.02 0.05 0.01
C -2.954017 2.730134 2.006843 -0.11 0.07 -0.10
N -3.011138 3.255939 0.714614 -0.11 0.13 0.17
C 1.927549 2.758849 -0.622813 -0.09 0.13 0.02
N 1.625749 1.859582 0.286471 0.20 -0.63 0.56
C 2.845893 1.346688 0.751164 -0.35 0.09 0.03
C 3.112283 0.339783 1.671153 -0.01 -0.06 0.04
C 4.438870 0.050487 1.916531 0.04 0.04 0.00
C 5.474109 0.754348 1.275164 -0.02 -0.08 0.05
C 5.214378 1.757218 0.365408 -0.01 0.08 -0.03
C 3.873947 2.026370 0.113274 0.10 0.17 -0.09
N 3.244510 2.929961 -0.745884 0.14 -0.04 0.01
H 1.250207 3.849109 -2.328233 -0.06 -0.03 -0.08
H 0.492409 4.297199 -0.792534 0.00 0.02 -0.02
H -0.229943 2.156567 -2.573938 0.16 0.16 -0.11
H -1.624005 4.163395 -1.536959 0.04 0.01 -0.04
H -2.328173 2.641715 -2.066508 0.06 -0.10 -0.03
H -0.472175 0.789485 3.297813 -0.03 -0.01 0.01
H -1.892680 1.120121 5.293322 -0.01 0.00 -0.02
H -3.959172 2.443497 5.180154 0.02 0.00 -0.02
H -4.637989 3.567649 3.081217 0.03 -0.01 0.00
H -3.690767 3.918215 0.372287 0.03 0.03 0.01
H 2.309745 -0.194106 2.166317 0.03 0.03 0.01
H 4.694497 -0.727537 2.623751 0.00 0.02 -0.02
H 6.500806 0.500037 1.500885 -0.02 0.01 0.01
H 6.012535 2.305498 -0.117834 -0.02 -0.04 -0.01
H 3.695500 3.513475 -1.431864 0.02 0.05 0.01
O 1.649134 1.343900 -3.212251 0.19 -0.05 0.08
C 1.224514 0.280103 -2.818887 0.01 -0.09 0.41
O 1.266232 -0.112082 -1.529062 0.66 -0.07 -0.50
C 0.527371 -0.709490 -3.652464 0.01 -0.21 -0.08
C 1.065294 -1.282901 -4.797947 -0.12 0.26 -0.10
C 0.322398 -2.208574 -5.509068 -0.06 -0.04 -0.05
C -0.942164 -2.573715 -5.061765 -0.01 0.04 0.01
C -1.468914 -2.030115 -3.898280 0.03 -0.10 0.00
C -0.728195 -1.089325 -3.191606 0.07 -0.26 0.31
S -1.538869 -0.453322 -1.735428 -1.08 0.31 0.16
H 2.051121 -0.986624 -5.132232 -0.01 0.02 0.01
H 0.719757 -2.637983 -6.418379 0.02 -0.05 0.04
H -1.524779 -3.296863 -5.616856 0.01 0.01 0.00
H -2.441330 -2.344514 -3.536679 0.02 0.04 -0.04
C -0.371995 -4.154362 -0.334382 0.10 0.02 0.01
N 0.159085 -2.926575 0.269729 -0.07 0.10 -0.38
C 1.451745 -2.539571 -0.279275 0.11 -0.18 0.10
C -0.640260 -2.115878 0.971131 -0.27 0.20 0.15
N -0.624769 -0.773176 0.938520 1.22 -0.93 0.45
N -1.535968 -2.702261 1.797918 -0.07 -0.06 0.10
C -1.227640 -3.950194 2.505000 -0.06 0.09 -0.01
C -2.688127 -1.988952 2.334542 -0.01 -0.03 -0.15
H -0.339627 -4.044521 -1.420487 0.01 0.02 -0.01
H -1.398712 -4.329544 -0.035816 -0.02 0.02 0.02
H 0.241978 -5.011739 -0.058544 -0.02 0.00 0.04
H 2.128588 -3.387477 -0.165396 -0.02 -0.01 0.07
H 1.867755 -1.693890 0.258167 -0.03 0.04 0.01
H 1.377145 -2.293415 -1.335406 -0.02 -0.07 0.07
H -1.141475 -0.359911 1.694336 -0.06 -0.08 0.17
H -0.230769 -4.297001 2.257339 0.02 0.01 -0.02
H -1.955449 -4.723354 2.257408 0.02 -0.01 -0.02
H -1.274037 -3.765567 3.579517 0.00 0.00 0.00
H -3.091057 -1.293911 1.598558 0.03 0.00 -0.01
H -2.443941 -1.452789 3.254506 0.00 0.04 0.05
H -3.463845 -2.717149 2.564243 0.01 0.00 0.00

Record 2
42
Properties=species:S:1:pos:R:3:forces:R:3 method="wB97M-V/def2-TZVPD" orbital_gap_ev="6.609 / 6.186" multiplicity=5 e_homo_ev="-6.19 / -8.69"
C 3.838603 -0.492428 0.478253 0.36 0.21 -0.08
C 2.499941 -1.107555 0.179012 0.63 0.06 0.20
O 1.581610 -0.603178 1.182246 -0.49 -0.39 -0.84
C 0.352114 -1.056188 0.863098 -0.57 -0.49 -0.65
C -0.759777 -0.516185 1.793490 -0.06 0.25 -2.32
C -0.541621 1.000399 1.982390 0.04 -0.20 -0.01
C -2.140315 -0.929594 1.111181 0.45 0.22 0.04
C -3.211341 0.133672 1.036629 -0.59 0.07 -0.36
O -2.333709 -2.058792 0.728120 -0.01 0.97 0.54
O 0.178659 -1.791254 -0.087515 -0.12 0.75 0.99
H 4.597602 -0.953816 -0.162004 -0.06 0.08 0.12
H 3.824062 0.583251 0.257653 0.05 -0.23 0.16
H 4.128394 -0.642926 1.527325 -0.08 0.03 -0.29
H 2.123414 -0.831023 -0.821498 0.24 -0.23 0.49
H 2.514889 -2.202384 0.274905 0.04 0.33 -0.23
H 0.540218 1.211233 2.056157 -0.64 -0.05 0.15
H -0.921756 1.489832 1.079477 0.13 0.23 0.26
H -1.066538 1.379930 2.879805 0.25 -0.15 -0.51
H -3.060090 1.066995 1.597301 0.20 -0.50 -0.17
H -3.325912 0.381798 -0.026117 -0.09 0.06 0.15
H -4.150221 -0.327172 1.367164 0.14 0.10 -0.19
O 0.577287 -3.620983 9.785324 -0.09 1.59 -0.99
C 0.418284 -2.967816 8.839263 0.47 -2.67 3.68
Fe 0.104472 -2.678765 7.158232 0.87 1.56 -1.54
C 1.160161 -3.918948 6.405144 2.06 -2.41 -2.09
O 1.634198 -4.802290 5.810350 -0.95 1.84 1.45
C -1.158507 -3.862579 6.926270 -3.30 -3.07 -0.41
O -1.883957 -4.750594 6.711772 1.44 1.83 0.42
C -0.810264 -1.286666 3.045923 0.54 -1.60 3.34
C -1.970191 -0.846726 3.910828 -0.03 -0.06 -1.06
C -2.130519 -0.959036 5.251035 0.16 -0.28 2.05
C -1.168328 -1.074849 6.335859 -2.13 1.63 -1.05
C 0.239314 -0.782199 6.213749 1.33 0.81 -3.02
C 0.934436 -0.951524 4.946987 0.80 1.77 5.69
C 0.523554 -1.471582 3.771586 -1.07 -1.54 -3.31
H -1.077235 -2.338660 2.794327 0.05 0.30 -0.17
H -2.857912 -0.534220 3.326309 0.53 -0.37 0.64
H -3.174743 -0.912894 5.608871 0.58 0.14 -0.20
H -1.636751 -0.902102 7.328142 0.42 -0.37 -0.59
H 0.728108 -0.174384 7.000577 -0.17 -0.65 -0.44
H 2.022482 -0.714382 5.022618 -0.74 -0.18 -0.07
H 1.263740 -2.111945 3.242828 -0.62 0.61 0.22

Record 3
16
Properties=species:S:1:pos:R:3:forces:R:3 method="wB97M-V/def2-TZVPD" orbital_gap_ev="7.467 / 7.171" e_above_lowest_kcal_mol=138.33 e_homo_ev="-8.30 / -8.52"
C -2.001667 1.258697 0.887752 -3.46 -1.06 0.07
C 2.027315 -0.266809 -1.418034 -0.57 -3.50 -1.61
N -0.256659 -2.203981 -1.085094 2.63 1.76 -0.87
O 0.210058 1.260400 3.234712 -0.87 0.01 1.07
O -0.860023 1.119858 0.086107 0.36 0.02 0.14
O 1.417060 0.569511 -0.502117 0.32 0.83 1.81
P 0.284627 0.048014 0.525162 0.54 0.57 0.45
S 1.196641 1.278421 2.128936 0.74 -0.18 -0.98
H -1.961460 1.912198 1.786995 0.53 0.26 -1.11
H -2.344209 0.287654 1.404489 0.65 0.84 -1.06
H -2.864321 1.534592 0.134518 1.60 -0.21 1.80
H 3.145047 -0.221795 -1.591983 -1.39 0.57 0.72
H 1.431360 -0.043016 -2.288161 0.73 -0.04 -1.25
H 1.675670 -1.373028 -1.253315 1.30 2.02 0.01
H 0.110106 -3.114049 -0.947986 -0.47 -1.34 0.51
H -1.209546 -2.046667 -1.101982 -2.62 -0.54 0.30

| no. | F_max (eV/Å) |
| --- | --- |
| 1 | 2.72 |
| 2 | 6.01 |
| 3 | 3.89 |